# 1
Computed, not measured: a cluster of 2 separate species, CH3NO3S in total in a non-equilibrium geometry, with wB97M-V/def2-TZVPD.

Last columns: bonded neighbours and bond lengths (Å).
Atoms and positions in Å:
1 C -1.24829 0.09421 -0.74345  N2 1.286, H7 1.084, H8 1.091
2 N -0.58782 -0.49638 0.18863  C1 1.286, O5 1.272, H9 1.019
3 O 1.52357 0.29431 1.82540  S6 1.448
4 O 1.51132 1.01662 -0.57646  S6 1.447
5 O 0.31542 -1.36485 -0.02891  N2 1.272
6 S 2.03807 0.17584 0.47713  O3 1.448, O4 1.447
7 H -1.10942 -0.55232 -1.60284  C1 1.084
8 H -1.75145 1.06140 -0.70630  C1 1.091
9 H -0.69140 -0.22882 1.16680  N2 1.019

As for the total charge: 0. The max |F| is 0.0283 Eh/bohr. The energy relative to the best compared isomer or geometry (same formula, charge and spin) is 68.42 kcal/mol. Its HOMO energy (alpha / beta) is -0.3640 / -0.3640 Ha. As for the total energy: -19550.347 eV.

---

# 2
Computed, not measured: a cluster of 2 separate species, CH3NO3S in total in a non-equilibrium geometry, with wB97M-V/def2-TZVPD.

Last columns: bonded neighbours and bond lengths (Å).
Atoms and positions in Å:
1 C 1.36845 0.03098 -0.58347  S6 1.813, H7 1.114, H8 1.062, H9 1.023
2 N -2.78619 -0.19826 -0.24479  O3 1.206, O5 1.195
3 O -3.66358 -0.68723 0.42285  N2 1.206
4 O 1.46901 1.16332 1.78587  S6 1.457
5 O -1.63276 -0.03709 0.02291  N2 1.195
6 S 0.91968 -0.03872 1.17168  C1 1.813, O4 1.457
7 H 2.08429 -0.81214 -0.71612  C1 1.114
8 H 0.47396 -0.35457 -1.00772  C1 1.062
9 H 1.76714 0.93371 -0.85120  C1 1.023

As for the total charge: 0. The max |F| is 0.0858 Eh/bohr. The energy relative to the best compared isomer or geometry (same formula, charge and spin) is 119.45 kcal/mol. Its HOMO energy (alpha / beta) is -0.3085 / -0.3657 Ha. As for the total energy: -19548.135 eV.

---

# 3
Computed, not measured: the molecule CH3NO3S in a non-equilibrium geometry, with wB97M-V/def2-TZVPD.

Last columns: bonded neighbours and bond lengths (Å).
Atoms and positions in Å:
1 C 0.03375 -0.08113 -0.04796  S6 1.807, H7 1.083, H8 1.081, H9 1.081
2 N 1.59428 0.93966 -2.13231  O3 1.187, S6 1.845
3 O 2.29188 0.79321 -3.08109  N2 1.187
4 O 2.20057 -1.35466 -0.93743  S6 1.432
5 O 0.21322 -1.31368 -2.40523  S6 1.432
6 S 1.04026 -0.67228 -1.42725  C1 1.807, N2 1.845, O4 1.432, O5 1.432
7 H -0.36843 -0.94100 0.47255  C1 1.083
8 H 0.68064 0.49488 0.59885  C1 1.081
9 H -0.75892 0.52457 -0.46438  C1 1.081

As for the total charge: 0. Its structure (SMILES) is CS(=O)(=O)N=O. The max |F| is 0.0269 Eh/bohr. The energy relative to the best compared isomer or geometry (same formula, charge and spin) is 75.23 kcal/mol. Its HOMO energy is -0.3618 Ha. As for the total energy: -19550.052 eV.

---

# 4
Computed, not measured: the molecule CH3NO3S in a non-equilibrium geometry, with wB97M-V/def2-TZVPD.

Last columns: bonded neighbours and bond lengths (Å).
Atoms and positions in Å:
1 C -0.12477 0.00439 -0.19470  O5 1.395, S6 1.953, H7 1.071, H8 1.094
2 N -3.08171 -0.26708 -0.17510  O3 1.201, O4 1.167, S6 1.775
3 O -2.76189 -1.29983 -0.69874  N2 1.201
4 O -4.11927 0.19132 0.09944  N2 1.167
5 O 0.65236 -0.49088 0.85260  C1 1.395, H9 0.979
6 S -1.80000 0.83260 0.37117  C1 1.953, N2 1.775
7 H -0.35690 -0.76583 -0.90175  C1 1.071
8 H 0.27688 0.93461 -0.60614  C1 1.094
9 H 1.39722 -0.05848 1.31777  O5 0.979

As for the total charge: 0. Its structure (SMILES) is O=[N+]([O-])SCO. The max |F| is 0.0710 Eh/bohr. The energy relative to the best compared isomer or geometry (same formula, charge and spin) is 93.21 kcal/mol. Its HOMO energy is -0.3758 Ha. As for the total energy: -19549.273 eV.